Record 1
9 unconnected molecules or ions with the total composition C79H187F2N4O8P4S2, computed with wB97M-V/def2-TZVPD.

Computed properties:
total charge	+5
Kohn-Sham gap	7.1	eV
electronic energy	-6302.85168	Eh

The geometry in XYZ format:
```
286
Properties=species:S:1:pos:R:3:lowdin_charge:R:1
C -1.604 -1.388 -0.601 -0.0533
C -0.539 -1.289 0.505 -0.6076
C 0.628 -0.289 0.092 -0.0423
O -0.963 -1.027 1.798 -0.3367
H -2.560 -1.764 -0.238 0.0445
H -1.301 -2.135 -1.334 0.0657
H -1.702 -0.429 -1.109 0.0583
H 0.029 -2.218 0.554 0.0794
H 1.071 -0.537 -0.872 0.0505
H 1.444 -0.379 0.808 0.0460
H 0.233 0.724 0.017 0.0636
C 1.444 -0.368 4.481 -0.0236
C 0.600 -1.301 5.417 -0.2141
C 0.829 -0.943 6.917 -0.1919
O 1.790 -1.814 7.433 -0.1819
C 1.866 -1.933 8.849 -0.0605
N -0.903 -1.105 4.979 0.2360
H -1.076 -0.125 5.154 0.1423
H -1.016 -1.279 3.990 0.0863
H -1.464 -1.768 5.495 0.1509
H 1.496 -0.662 3.432 0.0626
H 2.396 -0.195 4.982 0.0770
H 0.977 0.617 4.501 0.0748
H 0.744 -2.373 5.280 0.1170
H -0.086 -1.265 7.414 0.1288
H 1.132 0.098 7.028 0.1352
H 2.266 -1.012 9.274 0.0880
H 2.575 -2.717 9.116 0.1043
H 0.925 -2.167 9.346 0.0965
C -4.782 1.315 2.652 -0.0040
C -3.538 2.199 2.138 -0.2257
C -3.494 3.683 2.719 -0.1689
O -2.286 4.167 2.227 -0.2314
C -2.160 5.556 1.792 -0.0267
N -2.245 1.537 2.529 0.2081
H -2.061 1.421 3.515 0.1423
H -2.197 0.623 2.103 0.0938
H -1.458 2.083 2.208 0.1314
H -4.977 0.527 1.924 0.0604
H -5.602 2.025 2.762 0.0874
H -4.711 0.870 3.644 0.0736
H -3.487 2.190 1.049 0.1474
H -3.465 3.672 3.808 0.1327
H -4.330 4.288 2.367 0.1382
H -1.281 5.805 1.197 0.0944
H -2.217 6.181 2.683 0.0952
H -2.978 5.855 1.137 0.0906
C -6.680 -7.050 -4.353 -0.0273
C -6.153 -6.738 -2.971 -0.2866
C -5.666 -5.259 -2.862 -0.1632
O -5.123 -5.050 -1.561 -0.1964
C -5.075 -3.668 -1.189 -0.0903
N -7.231 -7.116 -1.949 0.2545
H -6.777 -7.428 -1.102 0.1644
H -7.723 -6.269 -1.702 0.1703
H -7.829 -7.896 -2.186 0.1711
H -5.882 -7.190 -5.082 0.1059
H -7.187 -6.221 -4.848 0.1017
H -7.224 -7.992 -4.281 0.0982
H -5.280 -7.362 -2.782 0.1532
H -6.466 -4.574 -3.139 0.1393
H -4.859 -5.217 -3.594 0.1434
H -4.798 -3.669 -0.135 0.0531
H -6.055 -3.194 -1.247 0.0922
H -4.394 -3.060 -1.785 0.0909
C -9.245 2.403 -4.976 -0.0972
C -8.173 3.443 -5.175 -0.2913
C -6.738 2.990 -5.339 -0.2672
C -5.829 4.186 -5.544 -0.2357
P -4.041 3.711 -5.855 1.0190
C -3.152 5.265 -5.694 -0.2904
C -3.474 6.419 -6.640 -0.2082
C -2.459 7.586 -6.306 -0.2593
C -2.623 8.694 -7.279 -0.1192
C -3.489 2.537 -4.565 -0.2347
C -3.784 1.002 -4.706 -0.2245
C -3.834 0.199 -3.446 -0.2612
C -4.831 0.608 -2.364 -0.0875
C -3.846 2.895 -7.412 -0.2472
C -2.357 2.636 -7.892 -0.2096
C -2.311 2.673 -9.421 -0.2749
C -0.952 2.233 -9.991 -0.0839
H -8.919 1.870 -4.083 0.0656
H -9.273 1.644 -5.757 0.0759
H -10.243 2.765 -4.731 0.0875
H -8.219 3.951 -4.212 0.1075
H -8.418 4.342 -5.740 0.1184
H -6.701 2.295 -6.177 0.1155
H -6.529 2.477 -4.400 0.0947
H -5.915 4.806 -4.652 0.1101
H -6.073 4.807 -6.406 0.1028
H -2.105 5.001 -5.843 0.0666
H -3.291 5.593 -4.664 0.1111
H -4.475 6.786 -6.416 0.1084
H -3.435 6.164 -7.700 0.1154
H -1.423 7.249 -6.345 0.1035
H -2.577 7.879 -5.263 0.1138
H -1.997 9.554 -7.042 0.0826
H -3.603 9.159 -7.171 0.0820
H -2.425 8.414 -8.314 0.0870
H -3.815 2.993 -3.630 0.0951
H -2.404 2.594 -4.490 0.0591
H -3.009 0.669 -5.396 0.1120
H -4.750 0.934 -5.207 0.0927
H -2.887 0.206 -2.906 0.0882
H -4.059 -0.780 -3.869 0.1086
H -4.489 1.354 -1.647 0.0654
H -4.952 -0.293 -1.762 0.0484
H -5.768 0.892 -2.841 0.0679
H -4.417 3.456 -8.152 0.1067
H -4.438 2.000 -7.221 0.0850
H -1.908 1.743 -7.456 0.0965
H -1.695 3.452 -7.602 0.0876
H -2.481 3.687 -9.781 0.1132
H -3.099 2.081 -9.887 0.1091
H -0.570 1.297 -9.583 0.0655
H -0.302 3.077 -9.760 0.0777
H -1.122 2.261 -11.067 0.0828
C -0.611 -7.988 6.362 -0.0797
C -2.032 -8.352 5.838 -0.2389
C -2.292 -7.780 4.434 -0.2620
C -2.778 -6.319 4.432 -0.2340
P -2.370 -5.275 2.878 1.0994
C -0.730 -4.516 3.244 -0.2754
C 0.479 -5.494 3.236 -0.2061
C 1.665 -4.623 3.587 -0.2406
C 2.162 -3.709 2.458 -0.0719
C -2.462 -6.066 1.237 -0.2332
C -1.754 -5.352 0.062 -0.2441
C -1.501 -6.239 -1.126 -0.2548
C -0.854 -5.472 -2.290 -0.0927
C -3.555 -3.813 2.811 -0.2606
C -5.072 -4.094 2.863 -0.2217
C -5.867 -2.721 2.959 -0.2183
C -6.315 -2.182 1.605 -0.1239
H 0.119 -8.560 5.788 0.0837
H -0.725 -8.347 7.385 0.0814
H -0.440 -6.912 6.382 0.0572
H -2.868 -8.072 6.480 0.1111
H -2.208 -9.426 5.893 0.1175
H -3.079 -8.291 3.879 0.1088
H -1.468 -7.912 3.732 0.0915
H -2.520 -5.816 5.363 0.0959
H -3.856 -6.353 4.584 0.0836
H -0.938 -3.977 4.169 0.0732
H -0.507 -3.813 2.442 0.0726
H 0.505 -5.944 2.244 0.1169
H 0.260 -6.262 3.978 0.0928
H 2.436 -5.311 3.934 0.1198
H 1.462 -4.063 4.499 0.0861
H 1.914 -2.659 2.610 0.0480
H 1.924 -4.047 1.450 0.0696
H 3.251 -3.751 2.442 0.0803
H -3.489 -6.018 0.874 0.0906
H -2.093 -7.074 1.425 0.0975
H -0.812 -4.889 0.355 0.0966
H -2.300 -4.491 -0.325 0.0954
H -2.428 -6.586 -1.582 0.0999
H -0.910 -7.144 -0.985 0.1199
H 0.007 -4.853 -2.040 0.0580
H -1.642 -4.834 -2.692 0.0666
H -0.634 -6.141 -3.122 0.0860
H -3.380 -3.281 1.876 0.0789
H -3.225 -3.180 3.635 0.0724
H -5.297 -4.660 3.767 0.0961
H -5.512 -4.662 2.044 0.0994
H -5.138 -2.068 3.440 0.0884
H -6.828 -2.919 3.433 0.1182
H -5.501 -1.922 0.928 0.0503
H -7.039 -1.386 1.779 0.0849
H -6.910 -2.953 1.116 0.0713
C 7.784 1.352 -5.551 -0.1214
C 6.448 1.898 -5.978 -0.2490
C 5.286 1.531 -5.018 -0.1952
C 5.234 -0.007 -4.705 -0.2212
P 4.058 -0.622 -3.386 1.0463
C 4.467 0.250 -1.791 -0.2482
C 5.900 0.179 -1.235 -0.2344
C 6.042 0.785 0.150 -0.2828
C 7.467 0.916 0.719 -0.0849
C 4.186 -2.410 -3.079 -0.2653
C 3.328 -3.073 -2.005 -0.2468
C 3.335 -4.580 -2.013 -0.2538
C 2.811 -5.140 -3.325 -0.1065
C 2.371 -0.292 -3.963 -0.2415
C 1.818 -1.224 -5.121 -0.2079
C 1.010 -0.411 -6.138 -0.2561
C 0.162 -1.321 -7.093 -0.0763
H 7.878 0.270 -5.639 0.0691
H 8.108 1.568 -4.532 0.0739
H 8.628 1.732 -6.127 0.0847
H 6.242 1.586 -7.002 0.1122
H 6.532 2.973 -6.134 0.1157
H 4.326 1.912 -5.364 0.0947
H 5.478 2.157 -4.147 0.1076
H 6.165 -0.399 -4.295 0.0764
H 4.971 -0.647 -5.547 0.0974
H 3.811 -0.118 -1.001 0.0796
H 4.203 1.294 -1.962 0.0881
H 6.703 0.480 -1.908 0.1175
H 6.087 -0.862 -0.972 0.1083
H 5.497 0.210 0.898 0.1033
H 5.625 1.792 0.128 0.0993
H 7.496 1.379 1.706 0.0457
H 8.078 1.633 0.169 0.0838
H 7.981 -0.040 0.821 0.0832
H 5.210 -2.782 -3.050 0.1201
H 3.846 -2.628 -4.091 0.0652
H 2.257 -2.881 -2.065 0.1083
H 3.863 -2.775 -1.103 0.1064
H 2.573 -4.914 -1.309 0.0932
H 4.321 -4.965 -1.749 0.1214
H 1.779 -4.909 -3.590 0.0497
H 2.640 -6.216 -3.343 0.0833
H 3.320 -4.807 -4.229 0.0758
H 2.360 0.764 -4.233 0.0738
H 1.690 -0.442 -3.125 0.0714
H 1.232 -2.063 -4.747 0.1068
H 2.654 -1.491 -5.769 0.1006
H 1.704 0.180 -6.736 0.1143
H 0.346 0.335 -5.701 0.0874
H -0.391 -1.968 -6.412 0.0642
H 0.829 -1.881 -7.749 0.0776
H -0.482 -0.724 -7.738 0.0564
C 1.720 3.290 1.514 -0.0997
C 2.765 2.235 1.630 -0.2284
C 3.925 2.677 2.585 -0.1938
C 3.634 2.222 4.064 -0.2927
P 4.816 2.909 5.184 1.0287
C 4.185 4.655 5.498 -0.2356
C 2.674 4.810 5.805 -0.2533
C 2.243 6.144 6.407 -0.2548
C 2.599 6.361 7.878 -0.1012
C 6.505 2.943 4.588 -0.2536
C 7.373 4.154 5.166 -0.1876
C 8.725 4.188 4.363 -0.2481
C 9.670 2.972 4.530 -0.0771
C 4.646 2.097 6.834 -0.2615
C 5.362 2.653 8.088 -0.2082
C 5.346 1.643 9.274 -0.2805
C 5.876 2.166 10.579 -0.0927
H 2.012 4.292 1.827 0.0820
H 0.806 3.120 2.083 0.0583
H 1.563 3.419 0.443 0.0552
H 3.166 1.971 0.651 0.0958
H 2.223 1.385 2.046 0.0762
H 4.266 3.712 2.617 0.1094
H 4.828 2.133 2.308 0.0702
H 3.780 1.142 4.086 0.0809
H 2.576 2.340 4.301 0.0849
H 4.460 5.324 4.682 0.1000
H 4.705 5.103 6.344 0.0887
H 2.340 4.016 6.473 0.0967
H 2.163 4.742 4.845 0.0958
H 1.155 6.187 6.345 0.1079
H 2.632 6.982 5.830 0.1178
H 3.631 6.675 8.038 0.0730
H 2.259 5.531 8.496 0.0775
H 2.225 7.307 8.271 0.0812
H 6.473 3.061 3.505 0.0774
H 6.943 1.948 4.666 0.1036
H 7.518 4.045 6.240 0.0991
H 6.899 5.116 4.973 0.1000
H 9.169 5.143 4.644 0.1083
H 8.549 4.448 3.319 0.1041
H 10.709 3.259 4.370 0.0858
H 9.282 2.178 3.892 0.0567
H 9.576 2.612 5.555 0.0746
H 4.673 1.016 6.695 0.0923
H 3.563 2.097 6.960 0.0719
H 4.926 3.603 8.397 0.1097
H 6.399 2.913 7.878 0.1003
H 5.957 0.794 8.966 0.1093
H 4.354 1.212 9.410 0.0978
H 6.808 2.709 10.425 0.0865
H 6.000 1.301 11.231 0.0869
H 5.105 2.830 10.972 0.0828
N -0.025 4.219 -3.274 -0.2231
S 0.512 3.717 -4.773 0.5668
O -0.425 3.061 -5.656 -0.3026
O 1.884 3.266 -4.856 -0.2677
F 0.558 5.162 -5.496 -0.1764
S 0.424 3.003 -2.598 0.3772
O 1.756 3.022 -2.008 -0.3016
O -0.114 1.663 -2.993 -0.3352
F -0.478 3.225 -1.318 -0.2153
```

=====

Record 2
C7H10 in the gas phase, computed with wB97M-V/def2-TZVPD.

Computed properties:
total charge	0
Kohn-Sham gap	9.0	eV
SMILES	C[C@]12CC=C[C@H]1C2
electronic energy	-272.61877	Eh

The geometry in XYZ format:
```
17
Properties=species:S:1:pos:R:3:lowdin_charge:R:1
C -1.357 -0.669 1.275 -0.0284
C -0.352 -0.076 0.313 -0.5778
C -0.722 0.116 -1.128 -0.1344
C 0.655 0.262 -1.720 -0.0858
C 1.614 -0.290 -0.968 -0.0969
C 1.067 -0.549 0.357 -0.0719
C 0.377 1.103 0.821 0.0441
H -1.659 -1.663 0.927 0.0852
H -0.954 -0.770 2.290 0.0853
H -2.255 -0.043 1.327 0.0859
H -1.243 -0.743 -1.566 0.1189
H -1.350 0.995 -1.285 0.1215
H 0.809 0.623 -2.719 0.0955
H 2.658 -0.414 -1.240 0.1065
H 1.520 -1.188 1.094 0.1129
H 1.151 1.750 0.488 0.0682
H 0.040 1.555 1.735 0.0711
```

=====

Record 3
C7H10 in the gas phase, computed with wB97M-V/def2-TZVPD.

Computed properties:
total charge	0
Kohn-Sham gap (alpha / beta)	7.8 / 7.2	eV
electronic energy	-272.50289	Eh

The geometry in XYZ format:
```
17
Properties=species:S:1:pos:R:3:lowdin_charge:R:1
C -1.876 -0.751 0.004 -0.0534
C -0.547 -0.638 -0.696 -0.2410
C 0.258 0.657 -0.897 -0.2345
C -0.226 1.977 -0.314 -0.0539
C 0.689 -0.401 0.031 -0.1492
C 1.734 -0.778 0.804 -0.2212
C 1.982 -1.485 1.988 0.0905
H -2.694 -0.448 -0.655 0.0790
H -2.034 -1.791 0.309 0.0813
H -1.893 -0.136 0.907 0.0778
H -0.420 -1.318 -1.543 0.1465
H 0.762 0.755 -1.858 0.1364
H 0.601 2.681 -0.175 0.0773
H -0.958 2.444 -0.985 0.0794
H -0.706 1.840 0.660 0.0768
H 2.581 -0.326 0.279 0.1163
H 3.013 -1.889 1.945 -0.0081
```

=====

Record 4
A molecular structure, C7H10, computed with wB97M-V/def2-TZVPD.

Computed properties:
total charge	0
Kohn-Sham gap	8.8	eV
electronic energy	-272.51860	Eh

The geometry in XYZ format:
```
17
Properties=species:S:1:pos:R:3:lowdin_charge:R:1
C -1.967 -0.880 -0.496 -0.1028
C -1.288 0.271 0.230 -0.2042
C 0.140 0.020 0.629 -0.3362
C 1.661 0.646 -0.506 -0.0802
C 1.053 1.202 0.734 -0.1607
C 0.516 -1.313 1.020 -0.0216
C 1.370 -1.170 0.029 -0.0584
H -1.470 -1.072 -1.455 0.0794
H -3.015 -0.638 -0.700 0.0724
H -1.926 -1.803 0.090 0.0707
H -1.348 1.199 -0.350 0.1142
H -1.809 0.472 1.182 0.1380
H 2.734 0.538 -0.552 0.0829
H 1.211 0.996 -1.434 0.0948
H 0.551 2.165 0.652 0.1132
H 1.736 1.195 1.583 0.1238
H 1.850 -1.827 -0.657 0.0746
```